Here is C51H55Cl2N2P2RuTe as an isolated structure from OMol25. Energies are from ωB97M-V/def2-TZVPD.

Properties
- frontier orbital gap (spin up / spin down) (eV) = 7.4 / 6.1
- <S²> = 6.0486
- strongest force on any atom (eV/Å) = 0.923
- multiplicity = 5
- net charge = +1

XYZ file:
```
114
Properties=species:S:1:pos:R:3:lowdin_spin:R:1
H -7.84235 -1.38197 -1.00338 0.000
H 0.27678 0.05875 -5.49950 -0.002
P -2.54441 0.73168 -0.63357 0.005
H 4.03361 -5.53188 1.98265 0.000
C 2.46174 -1.88853 -4.59295 0.107
C 2.79248 -2.41388 -2.27661 0.087
H 1.79101 -0.94580 6.64733 0.000
C -2.33589 2.30377 -4.37432 0.000
Te -2.21289 -2.70349 -0.86136 1.028
C -3.92644 5.75837 2.08290 0.000
C 2.75125 -2.47799 0.97241 0.024
C 1.28506 -5.58395 1.86379 0.001
H 4.23659 4.39178 -0.18179 0.000
C -3.03119 1.75505 0.83567 -0.001
H 0.75847 -4.79832 -0.71137 0.007
C -3.00170 6.51916 2.77806 0.000
H 2.85004 -1.82382 -5.60686 0.006
H -0.45764 4.30888 2.84560 0.000
H 1.68909 -6.28405 2.60198 0.000
C 1.46294 -2.05065 -1.96410 0.025
H 2.71738 1.12021 3.02199 0.000
H 3.50457 -2.21225 0.23619 0.000
H 2.48628 -1.56450 1.50717 0.000
H -4.02034 -1.19992 0.90208 0.011
C 1.02239 -4.22436 2.51884 0.002
H 4.26575 -3.08627 2.36140 0.001
H 2.15783 -2.73643 3.61741 0.000
H 1.99626 5.25362 0.42885 0.000
C 3.59938 -4.82724 1.26857 0.000
Cl 2.94535 1.71404 -3.92205 0.004
H -3.87424 2.32528 0.47592 0.000
H -0.44769 -3.70867 1.05243 0.024
H 2.47078 -6.35495 0.23449 0.001
C -5.11867 0.45850 -1.84316 -0.001
C 4.72150 -2.73339 -3.84243 -0.005
C 1.51176 -0.64190 5.64518 0.001
H 0.21059 3.70301 1.08897 0.000
N -2.01640 2.59547 1.44052 0.000
H 2.39768 -4.36172 -1.16655 0.001
C 2.68947 1.46150 0.52236 0.004
C -4.67974 -0.88670 0.10182 0.043
C 2.03064 0.50819 3.58806 0.001
H 5.03321 -2.42429 -4.83980 0.000
C 3.45107 3.70689 0.11713 0.004
H -2.16982 4.35274 -5.00683 0.000
H 0.54893 -1.42554 -6.41541 -0.001
H -4.81300 1.18925 -2.57836 0.000
H -0.37696 -1.39634 -2.88899 0.018
H -7.08790 0.28182 -2.67202 0.001
C -6.83659 -0.98300 -0.95573 -0.001
C 3.33114 -3.48880 1.96745 0.004
H -4.40664 3.93419 1.13521 0.000
H -1.70921 1.09465 2.86260 0.000
H -3.42173 1.03747 1.56751 0.000
C 0.66573 -1.62340 -3.04840 0.110
H 4.66119 1.94996 -0.15841 0.000
C 0.23873 -1.03506 -5.44576 -0.005
H 0.27957 -4.33430 3.31300 0.000
H 2.72571 -4.39288 3.84233 0.000
H 0.19537 -2.31800 1.89108 0.002
C -2.44936 1.94391 -1.98746 -0.003
H 4.83532 -3.81857 -3.77897 -0.002
H 3.34671 0.41032 5.27722 0.000
C -2.42759 1.44462 -3.29173 0.000
H -2.37508 3.72744 -0.78099 0.000
H 4.32526 -4.69525 0.45816 0.000
Ru -0.68412 -0.70086 -0.46840 1.721
C 1.13793 -1.53471 -4.34148 -0.004
H -3.24525 7.51857 3.11630 0.000
H -0.57903 2.41781 2.96148 0.000
C -5.97143 -1.39307 0.05013 0.014
C 0.27912 -1.01110 5.12265 0.000
C 1.52739 2.40510 -3.13111 0.018
C -1.12652 1.80260 2.26254 -0.001
C -1.44665 4.67921 2.61207 0.000
N 0.90150 -2.07416 -0.68258 0.522
C 1.71257 -4.42516 -0.32399 0.017
C 2.19839 4.18927 0.46234 0.000
C -6.41064 -0.05403 -1.89365 0.011
H -1.00939 6.52895 3.57948 0.000
C -0.06938 -0.63164 3.83642 0.001
C 0.79773 0.13820 3.05279 0.000
H 1.84065 3.21704 -2.49375 0.001
H -0.79920 -1.32898 -5.27324 -0.001
H 0.35100 -6.00967 1.48217 0.000
P 0.16268 0.74485 1.42877 0.040
C -2.36280 3.31515 -1.78114 -0.001
H 2.87349 0.39391 0.50500 0.000
C -2.24540 3.67734 -4.16313 -0.001
H -2.19729 5.24737 -2.69965 0.000
C -1.75910 5.96257 3.03852 0.000
C 3.69254 2.33536 0.13676 0.000
C 2.32937 -3.68624 3.10534 0.001
C 1.43716 1.94394 0.91304 0.016
C 1.46117 -3.03743 0.31598 0.037
C 1.19088 3.30997 0.85380 0.004
H -6.29952 -2.10961 0.79620 0.000
C -2.25669 4.17842 -2.87007 0.000
H 5.40460 -2.28903 -3.11619 -0.001
C -3.62587 4.46851 1.65623 0.000
Cl 0.69187 1.20511 -2.10383 0.042
H -2.49537 0.37235 -3.45720 0.001
H -0.40843 -1.60189 5.71723 0.000
C -4.23126 0.03315 -0.85452 0.037
H -2.34296 1.90610 -5.38356 0.000
H 3.47210 -2.74480 -1.51048 0.003
H -1.03191 -0.94118 3.44020 0.000
C -2.37472 3.89574 1.90971 0.000
H 0.82576 2.72690 -3.88453 0.001
H -4.90955 6.15815 1.86775 0.000
C 2.38446 0.11291 4.87616 0.000
C 3.29285 -2.32960 -3.56543 -0.003
C 0.46173 -3.27010 1.45560 0.024
C 2.28437 -5.39375 0.71780 0.002
```


Here is C51H57AsN3OPTi as an isolated structure at a distorted geometry from OMol25. Energies are from ωB97M-V/def2-TZVPD.

Properties
- frontier orbital gap (spin up / spin down) (eV) = 7.2 / 7.0
- <S²> = 2.0099
- strongest force on any atom (eV/Å) = 1.857
- multiplicity = 3
- net charge = +2

XYZ file:
```
115
Properties=species:S:1:pos:R:3:lowdin_spin:R:1
H -1.66357 -3.36365 2.35183 0.002
C -3.72578 2.02452 -2.22210 0.001
C -2.62521 -2.18479 -1.07485 0.007
N -2.24339 2.12421 1.56729 0.022
C 3.00456 3.09136 -1.04011 0.001
C -2.55645 1.34676 -1.89536 0.001
C 0.11670 -0.10975 -5.54997 0.000
C 0.56801 1.32105 4.79638 0.017
C 4.31202 -0.92497 3.15123 0.000
H -4.59426 3.93163 -2.64838 0.000
H 1.36876 2.56131 2.40466 0.002
H 4.76961 -2.44600 -1.20254 0.000
C -3.12526 -0.41832 -4.19379 0.001
H 0.54307 2.34945 4.44420 0.002
H 1.50646 0.87072 4.47894 0.001
C -4.41127 0.86822 3.98465 0.005
C 2.02089 -2.11906 2.16007 0.001
H 2.56113 4.66901 1.92138 0.000
C -1.37316 2.03593 -1.68950 0.002
H 5.20928 -0.45543 3.53301 0.000
H 2.67374 -2.17750 -0.26936 0.000
C 2.20733 -0.74507 1.98984 0.002
C -3.40666 -3.27232 -3.29599 0.000
H 3.04301 -0.70854 -1.15166 0.000
H 7.10577 -2.45955 -1.95000 0.000
H -1.88344 2.64967 5.68648 0.000
C -1.88803 1.13977 4.16699 0.028
C 2.35824 1.89424 -0.75977 0.002
H -4.47249 1.39621 4.93434 0.001
C -4.21837 3.76245 1.14957 0.014
H -0.41930 3.94993 -1.66502 0.000
H 2.83703 -3.95995 2.89417 0.000
C -3.01359 -2.15642 -2.39487 0.000
C 3.36060 -0.15352 2.49183 -0.001
P 0.95095 0.14170 0.99315 0.046
C -2.50283 4.09887 -2.17903 0.001
C 3.09558 4.08386 -0.07455 0.001
C -3.00751 0.36275 3.77654 0.027
H -3.40901 -4.20964 -2.74684 0.000
H 2.28392 1.14761 -1.53874 0.000
C -0.53632 -0.89269 4.22885 0.013
H -4.42094 -2.32734 3.40509 0.002
H 3.27099 0.22117 -3.35527 0.000
C 4.98622 -2.49438 -2.26325 0.000
C 2.35778 0.14196 -3.93664 0.000
C -2.33685 -0.86662 -0.69705 0.005
H 5.81874 -2.74004 -6.02207 0.000
H -4.40142 -3.10672 -3.71177 0.000
H 1.13825 -0.91665 5.59115 0.000
C -2.78631 -0.93167 3.27180 0.034
C -1.55383 -1.59698 3.58101 0.045
H -2.47557 5.17219 -2.31490 0.000
C 0.89753 1.03313 -5.62813 0.000
C 2.28709 -1.47971 -1.00648 0.001
H 3.44455 3.24460 -2.01753 0.000
H -4.65136 1.47781 -2.35894 0.000
C 4.26653 -2.65032 -4.54915 0.000
C 0.94865 -0.90630 -0.54751 0.007
C 2.50674 3.89313 1.16865 0.000
H -5.08172 3.21529 0.77211 0.002
C 0.48284 -1.60856 5.07258 0.000
H 3.47102 -2.70880 -5.28374 0.000
C 6.61313 -2.58743 -4.03371 0.000
C -1.34881 3.41568 -1.82040 0.000
N -2.56123 -0.07601 -1.78299 0.011
C -3.12262 2.84262 1.39185 0.073
C -0.61021 0.52945 4.28488 0.069
C 2.01815 1.16015 -4.81465 0.000
H 0.51605 -0.29206 -1.34342 0.000
H 3.53885 0.90551 2.35448 0.000
H -4.64932 -1.05530 2.19634 0.000
Ti -1.35864 0.39544 2.04627 1.456
H 1.12754 -2.59263 1.76251 0.001
H -2.70968 -3.36276 -4.13185 0.000
O -1.97266 -0.43336 0.44234 0.036
H -0.47160 1.49432 -1.44178 0.001
H -3.05697 2.94123 4.40417 0.000
H -3.92510 4.51290 0.41745 0.004
H -2.56549 -3.05299 -0.44135 0.000
H -1.34930 3.23184 4.11444 0.001
C 1.56964 -1.00375 -3.83477 0.000
C -3.91582 -1.71392 2.65489 0.005
H 7.64547 -2.59737 -4.35754 0.000
As 2.06975 -2.51458 -2.68355 0.001
C -2.05722 2.56974 4.61213 0.001
C 6.31114 -2.50863 -2.68334 0.000
C 5.58751 -2.66524 -4.96741 0.000
H 1.10632 -2.31100 4.52809 0.000
C 1.84783 2.70432 1.44232 0.005
C 0.44436 -1.11717 -4.64694 0.000
H 4.87985 -2.88994 3.79590 0.000
H -3.54400 -2.38279 1.88231 0.000
C 2.98145 -2.89105 2.79250 0.000
C -3.69076 3.40151 -2.37676 0.000
C 1.79498 1.67992 0.49497 0.010
H 3.61792 5.00582 -0.29428 0.000
H 0.65617 1.80967 -6.34273 0.000
H -2.56787 0.50282 -4.32704 0.000
C 3.95438 -2.54970 -3.19436 0.000
H -2.70129 -1.16728 -4.85494 0.000
H 0.23682 -1.71529 -0.36852 0.000
H -0.72446 -0.23082 -6.22177 0.000
H -0.50290 -3.47983 3.67398 0.000
H -4.49211 4.26198 2.07914 0.001
H -2.23220 -3.59047 3.99785 0.002
H -5.11442 0.04155 4.02551 0.001
H -4.74518 1.55239 3.19873 0.001
H -0.07195 -2.17009 5.82840 0.000
H 2.64703 2.03821 -4.89415 0.000
H 0.56523 1.36294 5.88939 0.005
H -0.14934 -2.02527 -4.59633 0.000
C 4.12949 -2.29135 3.29628 -0.001
H -4.16895 -0.24936 -4.45623 0.000
N -2.99293 -0.88346 -2.81971 0.011
C -1.47578 -3.08834 3.39045 0.009
```